96
Properties=species:S:1:pos:R:3:forces:R:3 method="wB97M-V/def2-TZVPD" e_lumo_ev=-6.1 total_charge=+2 e_tot_ha=-4825.07733 orbital_gap_ev=6.0
Ti -0.634 1.058 1.221 -0.50 -0.51 -3.13
C -4.898 2.717 -1.416 -0.12 0.24 0.04
N -4.026 1.696 -1.967 0.44 -0.14 0.10
C -4.360 0.752 -2.917 -0.10 -0.09 -0.14
C -3.239 0.092 -3.250 0.04 -0.07 -0.02
N -2.195 0.633 -2.505 -0.46 0.21 0.39
C -2.709 1.609 -1.686 0.06 -0.30 -0.39
S -1.923 2.554 -0.531 -0.09 0.17 0.08
C -0.825 0.553 -2.878 0.54 0.08 -0.21
C -0.517 0.296 -4.213 -0.16 0.02 0.07
C 0.796 0.408 -4.621 0.03 0.01 0.08
C 1.748 0.812 -3.697 0.06 -0.07 -0.07
C 1.345 1.008 -2.394 -0.05 -0.05 0.19
N 0.088 0.848 -1.962 -0.19 -0.14 -0.07
H -5.933 2.400 -1.510 0.02 -0.07 -0.01
H -4.760 3.658 -1.949 0.00 -0.05 -0.05
H -4.637 2.882 -0.372 -0.05 0.04 -0.10
H -5.367 0.613 -3.269 -0.01 0.06 0.03
H -3.098 -0.732 -3.925 0.01 0.01 0.00
H -1.297 0.069 -4.924 0.02 0.00 -0.03
H 1.065 0.224 -5.652 -0.01 0.00 -0.01
H 2.780 0.964 -3.981 0.00 0.00 0.02
H 2.063 1.330 -1.645 0.00 -0.13 0.01
N 0.922 -0.491 0.750 0.26 0.37 0.02
C 2.111 -0.584 1.642 0.08 -0.15 0.14
C 1.679 -0.696 3.113 -0.32 0.15 -0.25
C 0.693 0.433 3.293 1.42 0.08 1.05
O 0.975 1.523 3.717 -0.17 -0.35 0.10
O -0.491 0.140 2.728 -0.43 -0.62 1.43
H 0.366 -1.338 0.864 0.01 -0.08 -0.10
H 1.239 -0.496 -0.211 0.00 0.04 -0.25
H 2.700 0.324 1.508 0.01 -0.03 -0.03
H 2.717 -1.448 1.365 0.01 0.05 -0.04
H 2.532 -0.580 3.775 0.01 0.04 -0.01
H 1.192 -1.655 3.294 0.04 -0.02 0.01
C -6.439 1.288 1.575 0.12 -0.04 0.08
C -5.192 0.588 1.064 -0.08 0.11 0.00
N -4.591 -0.180 2.156 0.01 0.18 0.01
C -3.355 -0.640 2.176 -0.11 -0.43 -0.03
S -2.405 -0.602 0.703 0.00 0.11 -0.33
N -2.889 -1.252 3.245 0.04 0.15 0.30
C -3.517 -1.275 4.567 -0.03 -0.06 0.12
C -2.443 -1.445 5.629 -0.04 0.05 -0.10
H -6.896 1.877 0.783 -0.01 -0.02 0.00
H -6.166 1.963 2.387 -0.07 0.02 0.00
H -7.184 0.576 1.933 -0.01 0.00 -0.01
H -4.463 1.326 0.733 0.02 -0.20 0.08
H -5.421 -0.090 0.238 0.02 0.01 -0.01
H -5.122 -0.204 3.015 0.04 -0.11 0.01
H -1.927 -1.541 3.221 0.10 0.02 -0.19
H -4.240 -2.094 4.606 -0.05 0.05 0.00
H -4.037 -0.329 4.737 0.01 0.02 -0.05
H -1.890 -2.375 5.486 -0.01 0.00 0.00
H -2.898 -1.477 6.617 0.00 0.00 0.00
H -1.759 -0.598 5.589 0.03 -0.02 0.05
N -1.252 8.102 5.542 0.03 -0.09 -0.01
C -1.510 6.873 5.045 0.01 -0.06 -0.09
C -0.752 5.758 5.460 0.04 0.03 0.01
C -1.010 4.512 4.948 -0.08 -0.01 0.10
C -2.038 4.358 4.015 0.08 -0.44 -0.30
C -2.785 5.446 3.567 -0.04 0.03 -0.02
C -2.525 6.691 4.082 0.02 0.08 0.01
S -2.287 2.789 3.331 -0.41 -0.20 0.03
O -2.013 1.736 4.265 0.15 0.36 0.20
O -3.524 2.660 2.606 0.07 0.56 0.11
N -1.136 2.666 2.111 -0.31 0.21 0.81
C -0.019 3.320 1.763 0.50 1.05 0.06
S 0.476 4.946 2.016 0.00 -0.21 -0.03
C 1.838 4.651 0.983 -0.11 -0.04 0.07
C 1.843 3.384 0.530 0.23 0.02 -0.17
N 0.790 2.613 0.972 -0.49 0.06 0.29
H -0.558 8.228 6.257 -0.03 0.06 0.01
H -1.813 8.891 5.280 0.01 0.03 0.04
H 0.040 5.899 6.185 -0.01 -0.04 0.02
H -0.438 3.642 5.248 0.03 0.07 0.08
H -3.562 5.291 2.829 -0.01 0.06 0.02
H -3.096 7.551 3.755 -0.04 -0.03 -0.02
H 2.548 5.434 0.779 0.05 -0.04 0.01
H 2.591 2.969 -0.126 -0.03 -0.04 0.02
C 1.649 -4.904 -2.641 0.19 0.07 0.02
Te 1.206 -3.070 -1.608 -0.22 -0.36 -0.19
C -0.762 -3.904 -1.322 -0.01 0.16 0.11
C -0.776 -5.224 -2.046 0.07 -0.08 -0.09
C -1.942 -5.985 -2.084 0.01 0.05 0.01
C -1.965 -7.206 -2.734 -0.07 0.04 0.03
C -0.817 -7.679 -3.356 0.05 -0.02 -0.04
C 0.345 -6.928 -3.325 -0.05 0.01 0.01
C 0.372 -5.699 -2.669 -0.05 0.03 0.01
H 2.439 -5.441 -2.119 -0.02 0.07 0.08
H 2.006 -4.682 -3.645 -0.05 0.09 0.02
H -1.516 -3.223 -1.715 0.05 0.02 -0.03
H -0.960 -4.043 -0.259 0.07 0.03 0.01
H -2.834 -5.607 -1.598 -0.02 -0.05 -0.01
H -2.877 -7.787 -2.756 0.01 -0.01 -0.01
H -0.830 -8.631 -3.869 0.00 0.00 0.01
H 1.243 -7.290 -3.811 -0.02 -0.03 0.00